(1)
Below is a single C4H7BS2 molecule, with properties calculated with wB97M-V/def2-TZVPD.

The geometry in ORCA input format:
```
! wB97M-V def2-TZVPD RIJCOSX def2/J DEFGRID3
* xyz 0 1
B 0.03816 -0.28011 0.89417
C -0.53128 -0.73211 3.37904
C 0.22858 0.38565 3.32265
C 0.67593 0.69165 -1.79324
C 0.05610 -0.43526 -1.05823
S -0.88554 -1.49762 1.80405
S 0.75515 1.01972 1.82169
H -1.15670 -0.97673 4.29621
H 0.22712 0.98942 4.19258
H 1.58300 1.26237 -1.47988
H 0.79673 0.47318 -2.80164
H -0.18151 1.50781 -1.56021
H -1.02353 -0.78397 -1.31768
H 0.63857 -1.35786 -1.10984
*
```

Output
Maximum force = 5.25 eV/Å
SMILES string = CCB1SC=CS1
Orbital gap = 0.35316 Eh
Energy above the lowest of the compared OMol25 structures with the same formula, charge and spin = 23.65 kcal/mol

Results of the Mulliken charge analysis, in e, for atoms 1 through 8: 0.322 -0.228 -0.255 -0.938 -0.537 -0.178 -0.163 0.279



(2)
Below is C15H38Li2N2O3 as an isolated structure, with properties calculated with wB97M-V/def2-TZVPD.

The geometry in ORCA input format:
```
! wB97M-V def2-TZVPD RIJCOSX def2/J DEFGRID3
* xyz 0 1
Li -0.57214 0.95226 1.76242
Li 0.33778 -1.02689 0.72595
O -1.00812 0.17108 0.06841
H -1.48661 0.17326 -0.74629
O 0.72077 -0.24666 2.43475
H 1.34408 -0.65069 3.01844
C -1.42645 -3.92341 0.33927
C 0.09482 -4.01081 0.39526
N 0.80661 -2.81993 -0.02954
C 0.40792 -2.36165 -1.38756
C 1.08253 -3.16616 -2.51588
C 2.19327 -2.72938 0.34957
C 2.92390 -1.43270 -0.01147
H -1.83905 -4.14823 -0.64809
H -1.79716 -2.93222 0.61121
H -1.86374 -4.64032 1.03298
H 0.29797 -4.11155 1.46661
H 0.46265 -4.89841 -0.13569
H -0.66616 -2.49772 -1.44894
H 0.66256 -1.31562 -1.55297
H 2.09552 -2.84624 -2.73587
H 1.07266 -4.23950 -2.30669
H 0.40923 -3.07316 -3.36986
H 2.79912 -3.55476 -0.05747
H 2.30963 -2.80799 1.43351
H 2.32228 -0.53852 -0.20449
H 3.58366 -1.51344 -0.87922
H 3.58230 -1.11478 0.79867
C -0.37484 3.72683 -0.05492
C -0.23211 3.79493 1.45977
N -1.10432 2.90270 2.24668
C -1.03164 3.30654 3.66126
C 0.07069 2.54946 4.39574
C -2.48308 2.95910 1.71641
C -3.42386 1.96088 2.35678
H -0.32729 2.73800 -0.51815
H 0.41072 4.26421 -0.59551
H -1.29831 4.22113 -0.36643
H 0.79440 3.51825 1.71115
H -0.37591 4.84603 1.73399
H -0.87012 4.38554 3.76234
H -1.99501 3.13915 4.14292
H 0.99273 2.58125 3.81254
H 0.34286 3.11264 5.29750
H -0.14779 1.53048 4.69717
H -2.39807 2.70804 0.65987
H -2.91746 3.96782 1.77247
H -4.39036 1.97706 1.85258
H -3.58510 2.09140 3.42796
H -3.06030 0.93245 2.25469
C 0.56948 -0.93752 -5.57400
C 1.45798 -0.34086 -4.48871
O 2.59268 -0.75352 -4.42474
C 0.84185 0.68703 -3.61829
H -0.31961 -0.38744 -5.89045
H 0.11969 -1.83487 -5.13243
H 1.16377 -1.24604 -6.42785
H 1.49995 1.02511 -2.81632
H -0.09734 0.28330 -3.24231
H 0.72589 1.59505 -4.21870
*
```

Output
Maximum force = 2.04 eV/Å
Orbital gap = 0.33408 Eh
Energy above the lowest of the compared OMol25 structures with the same formula, charge and spin = 26.65 kcal/mol

Results of the Mulliken charge analysis, in e, for atoms 1 through 8: 0.744 0.710 -0.662 -0.167 -0.851 -0.034 -1.270 -0.633



(3)
Below is a 2-piece molecular cluster, C4H12N2 overall, with properties calculated with wB97M-V/def2-TZVPD.

The geometry in ORCA input format:
```
! wB97M-V def2-TZVPD RIJCOSX def2/J DEFGRID3
* xyz 0 1
C 1.66855 1.09486 0.98107
C 2.25485 -0.21952 1.42455
N 1.13371 -1.04856 2.03266
H 0.80389 0.80106 0.43122
H 2.26258 1.62398 0.31809
H 1.50348 1.57186 1.95132
H 2.78646 -0.09608 2.35641
H 2.57464 -0.79804 0.56241
H 0.44839 -1.09839 1.33205
H 0.86283 -0.60084 2.85008
C -1.96923 1.23755 -2.02220
C -1.33555 0.06850 -1.70051
N -1.98221 -1.00829 -1.06114
H -3.05830 1.28098 -1.88269
H -1.39209 2.07425 -2.42566
H -0.20717 -0.23900 -1.95405
H -2.89773 -1.31378 -1.45435
H -1.45910 -1.89635 -0.98296
*
```

Output
Maximum force = 3.36 eV/Å
SMILES string = C=CN.CCN
Orbital gap = 0.34776 Eh
Energy above the lowest of the compared OMol25 structures with the same formula, charge and spin = 52.92 kcal/mol

Results of the Mulliken charge analysis, in e, for atoms 1 through 8: -0.773 -0.474 -0.602 0.125 0.305 0.294 0.353 0.312



(4)
Below is C62H57F3N2P2PdS as an isolated structure, with properties calculated with wB97M-V/def2-TZVPD.

The geometry in ORCA input format:
```
! wB97M-V def2-TZVPD RIJCOSX def2/J DEFGRID3
* xyz 2 1
C 6.27070 -3.36145 1.81783
N 5.98455 -2.65100 0.58920
C 7.12659 -2.48399 -0.28742
C 4.71559 -2.38941 0.16352
C 4.50836 -1.88508 -1.14399
C 3.24930 -1.47401 -1.55235
C 2.13545 -1.54191 -0.68897
C 0.77631 -1.10483 -1.13839
C 0.46927 -1.06376 -2.57127
C -0.73555 -1.28633 -3.20930
C -2.04972 -1.22667 -2.63983
C -2.36951 -2.02628 -1.52703
C -3.66753 -2.13714 -1.08760
C -4.72012 -1.41184 -1.70151
N -6.00329 -1.61829 -1.30905
C -7.09135 -0.77838 -1.75373
C -6.34875 -2.72109 -0.43286
C -4.37848 -0.49772 -2.72903
C -3.07797 -0.41012 -3.17782
Pd 0.98325 0.92413 -0.47493
P 2.74026 2.27574 -0.86899
C 2.24317 4.01033 -1.10283
C 2.65174 5.03799 -0.23887
C 2.15596 6.33331 -0.39001
C 1.21343 6.61583 -1.38075
C 0.77767 5.59406 -2.22854
C 1.28819 4.30218 -2.09183
C 3.97371 2.23099 0.45595
C 5.05957 3.12886 0.49516
C 5.99377 3.05362 1.53188
C 5.90535 2.03776 2.48861
C 4.86932 1.10405 2.41252
C 3.89723 1.21202 1.41779
C 3.67327 1.78436 -2.35595
C 5.01741 1.37426 -2.27633
C 5.71186 1.00474 -3.43122
C 5.06711 1.01389 -4.67110
C 3.71913 1.36661 -4.74977
C 3.01452 1.72289 -3.59517
P -0.59028 1.65170 0.96911
C -0.84459 0.35253 2.21073
C -0.23524 0.44016 3.47333
C -0.26396 -0.65758 4.33705
C -0.85136 -1.86076 3.93432
C -1.45427 -1.95302 2.67709
C -1.51311 -0.83151 1.84972
C -0.15762 3.19764 1.80965
C -1.03258 4.29545 1.79650
C -0.66277 5.49223 2.40843
C 0.57247 5.60394 3.04911
C 1.45479 4.52186 3.05016
C 1.09843 3.33095 2.42009
C -2.20161 1.94837 0.20666
C -3.40611 1.54799 0.80632
C -4.61778 1.78971 0.15340
C -4.63506 2.44402 -1.07974
C -3.43835 2.86936 -1.66035
C -2.22635 2.63002 -1.01998
C 2.33420 -2.09452 0.60276
C 3.58195 -2.53693 1.01205
H 5.52303 -3.15404 2.58517
H 6.31934 -4.44915 1.65799
H 7.25120 -3.02908 2.17991
H 7.14991 -1.48291 -0.73294
H 8.02895 -2.61859 0.31775
H 7.13092 -3.22574 -1.09908
H 5.34742 -1.78982 -1.83440
H 3.12379 -1.06067 -2.55585
H -0.02332 -1.44778 -0.47451
H 1.32187 -0.80624 -3.21511
H -0.68862 -1.33191 -4.29907
H -1.57574 -2.63275 -1.08694
H -3.89622 -2.85374 -0.29776
H -7.17209 -0.76233 -2.85228
H -8.02154 -1.19085 -1.34974
H -6.98581 0.26016 -1.39321
H -5.86930 -2.62818 0.55109
H -7.43140 -2.72027 -0.27376
H -6.07354 -3.69201 -0.87863
H -5.15800 0.12617 -3.16920
H -2.81606 0.30437 -3.95883
H 3.35235 4.82736 0.56580
H 2.51198 7.12694 0.26937
H 0.82033 7.62846 -1.49132
H 0.03659 5.80136 -3.00203
H 0.93067 3.50847 -2.74782
H 5.16753 3.89416 -0.27460
H 6.80098 3.78603 1.58962
H 6.64254 1.96971 3.29076
H 4.80493 0.28621 3.13021
H 3.06163 0.50753 1.38154
H 5.52238 1.34588 -1.31121
H 6.76167 0.71820 -3.35408
H 5.61925 0.74226 -5.57320
H 3.21106 1.37195 -5.71415
H 1.94776 1.94082 -3.65797
H 0.23740 1.37202 3.78280
H 0.17212 -0.56903 5.33281
H -0.84441 -2.71995 4.60644
H -1.88641 -2.89632 2.32765
H -2.08597 -0.87115 0.92129
H -2.00330 4.20360 1.31195
H -1.35226 6.33645 2.39811
H 0.84871 6.53212 3.54998
H 2.42192 4.60046 3.54797
H 1.80274 2.49705 2.39201
H -3.39810 1.05422 1.77640
H -5.55462 1.47781 0.61466
H -5.58105 2.61922 -1.59642
H -3.44703 3.38383 -2.62231
H -1.28406 2.94590 -1.47310
H 1.48289 -2.15710 1.28351
H 3.69552 -2.97194 2.00279
F -6.31345 -3.64778 3.36201
C -6.86845 -4.71679 2.72328
F -7.45525 -5.50140 3.67781
F -7.88922 -4.22453 1.94181
C -5.86673 -5.48387 1.89381
C -6.26464 -6.69684 1.32317
C -5.37324 -7.34283 0.45500
C -4.15166 -6.77886 0.14353
C -3.73452 -5.55158 0.73764
S -2.32665 -4.79174 0.24719
C -4.60318 -4.94858 1.69079
H -7.24416 -7.10639 1.54611
H -5.65803 -8.29187 0.00257
H -3.50323 -7.22384 -0.60089
H -4.30871 -4.04012 2.20575
*
```

Output
Maximum force = 2.13 eV/Å
Orbital gap = 0.08321 Eh
Energy above the lowest of the compared OMol25 structures with the same formula, charge and spin = 0.00 kcal/mol

Results of the Mulliken charge analysis, in e, for atoms 1 through 8: -1.012 0.153 -1.005 1.266 -0.568 -0.330 1.704 -0.762



(5)
Below is a single C4H7N3 molecule, with properties calculated with wB97M-V/def2-TZVPD.

The geometry in ORCA input format:
```
! wB97M-V def2-TZVPD RIJCOSX def2/J DEFGRID3
* xyz 0 1
C 0.45588 -1.52140 0.00012
N 1.24300 1.13569 0.83732
C 1.01835 0.68822 -0.46949
C -0.96394 -1.01269 0.09546
N 1.08671 -0.55975 -0.87568
N -1.86534 1.26836 -0.42786
C -1.18111 0.24159 -0.31490
H 1.18147 2.13657 0.94677
H 0.68879 0.65782 1.53407
H -2.60788 1.25902 -1.12154
H 0.46476 -2.49622 -0.49712
H 0.93695 -1.59420 0.98599
H 1.28280 1.42821 -1.21770
H -1.74044 -1.63122 0.52455
*
```

Output
Maximum force = 3.89 eV/Å
SMILES string = N=C=CC/N=C\N
Orbital gap = 0.32985 Eh
Energy above the lowest of the compared OMol25 structures with the same formula, charge and spin = 67.97 kcal/mol

Results of the Mulliken charge analysis, in e, for atoms 1 through 8: -0.530 -0.429 -0.204 -0.454 -0.471 -0.547 0.419 0.251



(6)
Below is a 2-piece molecular cluster, C5H13O2 overall, with properties calculated with wB97M-V/def2-TZVPD.

The geometry in ORCA input format:
```
! wB97M-V def2-TZVPD RIJCOSX def2/J DEFGRID3
* xyz -1 1
C -1.97435 0.45924 0.56762
O -1.46674 -0.27205 1.55130
C -0.88035 1.45775 -0.37305
C 0.31157 0.51102 -0.35170
C 1.44581 0.83934 -1.39855
C 2.02537 -0.46262 -2.08455
H -2.37474 -0.24553 -0.20080
H -2.70660 1.23762 0.83570
H -0.73710 2.47024 -0.03183
H -1.62365 1.35835 -1.16792
H -0.01238 -0.52744 -0.45212
H 0.71726 0.56658 0.65976
H 2.25999 1.26418 -0.78150
H 1.05139 1.31323 -2.28724
H 1.75048 -0.82590 -3.05912
H 1.66911 -1.23677 -1.41673
H 3.13106 -0.54326 -2.05996
H -0.32094 -1.29340 2.31248
H 0.23270 -2.24542 1.22420
O 0.29147 -2.06359 2.15700
*
```

Output
Maximum force = 4.04 eV/Å
Orbital gap = 0.24597 Eh
Energy above the lowest of the compared OMol25 structures with the same formula, charge and spin = 45.64 kcal/mol

Results of the Mulliken charge analysis, in e, for atoms 1 through 8: -0.726 -0.809 -0.939 -0.244 -0.268 -1.053 0.298 0.293